[1]
Computed, not measured: a molecular structure, C20H21N9O5Sr, with ωB97M-V/def2-TZVPD.

Last column: Mulliken charge in e.
Cartesian coordinates (Å):
Sr 0.213 -0.162 0.278  2.48
O -0.941 3.522 2.604  -0.76
C -0.699 2.401 2.144  -0.16
N 0.284 1.972 1.357  0.01
C 1.388 2.804 1.034  -0.10
C 1.776 3.913 1.788  -0.77
C 2.920 4.631 1.474  -0.65
C 3.696 4.260 0.387  -0.68
C 3.321 3.169 -0.381  -0.57
C 2.182 2.428 -0.077  0.37
N 1.851 1.234 -0.775  -0.27
C 2.107 1.122 -2.076  0.15
O 2.436 1.973 -2.910  -0.73
C 1.998 -0.316 -2.596  0.37
C 2.728 -0.640 -3.737  -0.96
C 2.721 -1.938 -4.203  -0.27
C 1.963 -2.886 -3.527  -1.14
C 1.245 -2.473 -2.424  0.07
N 1.243 -1.220 -1.954  0.26
C -1.695 1.305 2.560  0.62
C -2.434 1.519 3.722  -0.81
C -3.346 0.567 4.126  -0.32
C -3.525 -0.570 3.346  -0.92
C -2.756 -0.704 2.209  -0.34
N -1.845 0.196 1.823  0.36
H 1.163 4.211 2.624  0.43
H 3.198 5.485 2.079  0.38
H 4.587 4.819 0.130  0.37
H 3.912 2.880 -1.239  0.39
H 3.282 0.152 -4.218  0.51
H 3.299 -2.215 -5.076  0.42
H 1.931 -3.920 -3.844  0.44
H 0.645 -3.194 -1.878  0.27
H -2.269 2.441 4.260  0.52
H -3.922 0.707 5.032  0.42
H -4.242 -1.334 3.613  0.43
H -2.866 -1.571 1.565  0.29
N -2.163 -2.189 -1.385  -0.28
N -1.954 -3.496 -0.919  -0.19
C -1.058 -3.711 0.069  0.32
N -0.799 -4.977 0.422  -0.44
N -0.474 -2.614 0.529  -0.45
N 0.400 -2.686 1.574  1.60
O 1.054 -1.657 1.729  -0.99
O 0.498 -3.658 2.296  -0.76
H -3.110 -2.109 -1.726  0.28
H -1.496 -1.949 -2.116  0.22
H -2.183 -4.277 -1.519  0.21
H -1.430 -5.705 0.130  0.22
H -0.292 -5.102 1.287  0.23
C -2.458 1.598 -1.211  -0.75
O -1.167 1.029 -1.434  -0.26
H -2.801 2.141 -2.092  0.28
H -2.445 2.266 -0.348  0.25
H -3.139 0.775 -1.004  0.20
H -0.533 1.756 -1.524  0.24

Computed properties:
- net charge = 0
- relative energy (zero: lowest compared OMol25 entry of this formula, charge and spin) (kcal/mol) = 20.9
- molecular weight (g mol⁻¹) = 555.07
- highest occupied orbital energy (eV) = -6.31



[2]
Computed, not measured: 2 unconnected molecules or ions with the total composition C10H16O, with ωB97M-V/def2-TZVPD.

Last column: Mulliken charge in e.
Cartesian coordinates (Å):
C 2.261 1.853 2.912  -0.56
C 2.315 2.486 4.339  -0.88
H 1.208 1.718 2.677  0.11
H 2.690 2.550 2.196  0.29
H 2.786 0.910 2.982  0.23
H 2.905 3.395 4.407  0.27
H 1.325 2.646 4.766  0.26
H 2.788 1.780 5.023  0.26
C 1.217 -1.105 0.500  -0.37
C 0.967 -2.385 1.302  -1.07
C 0.162 -0.678 -0.482  0.34
C 0.208 -1.047 -1.820  -0.51
C -0.886 0.131 -0.037  -0.28
C -0.836 -0.745 -2.686  -0.52
C -1.852 0.573 -0.924  -0.59
C -1.879 0.050 -2.206  0.52
O -2.978 0.240 -3.024  -0.54
H 1.518 -0.255 1.111  -0.08
H 2.174 -1.277 -0.021  0.34
H 0.975 -3.294 0.718  0.33
H 1.106 -1.527 -2.165  0.35
H -0.901 0.413 1.010  0.37
H -0.993 -1.274 -3.600  0.37
H -2.600 1.333 -0.723  0.39
H -2.674 0.408 -3.934  0.33
H 0.044 -2.252 1.866  0.30
H 1.773 -2.497 2.002  0.34

Computed properties:
- net charge = 0
- relative energy (zero: lowest compared OMol25 entry of this formula, charge and spin) (kcal/mol) = 29.8
- molecular weight (g mol⁻¹) = 152.24
- highest occupied orbital energy (eV) = -8.53
- SMILES = CCc1ccc(O)cc1.CC



[3]
Computed, not measured: a gas-phase ion, C6H16N2 (charge -1), with ωB97M-V/def2-TZVPD.

Last column: Mulliken charge in e.
Cartesian coordinates (Å):
C -1.432 -1.283 0.410  -0.75
N 0.019 -1.052 0.319  -0.64
C 0.460 -0.720 -1.120  -0.74
C 1.946 -0.172 -1.053  -0.34
C 2.127 1.258 -1.420  -1.16
N 2.513 2.151 -0.299  -1.20
C -2.200 -0.019 0.917  -1.46
C -3.127 -0.352 2.055  -1.60
H -1.912 -1.675 -0.624  0.36
H -1.730 -2.126 1.097  0.46
H 0.224 -0.252 0.895  0.41
H -0.289 -0.059 -1.545  0.33
H 0.458 -1.697 -1.629  0.25
H 2.222 -0.477 0.048  0.42
H 2.611 -0.759 -1.762  0.35
H 2.934 1.425 -2.131  0.25
H 1.248 1.855 -1.932  0.68
H 2.837 1.508 0.427  0.40
H 1.660 2.588 0.097  0.62
H -1.519 0.808 1.158  0.53
H -2.716 0.325 0.029  0.21
H -4.015 -0.917 1.696  0.32
H -3.660 0.507 2.432  0.93
H -2.715 -1.012 2.866  0.37

Computed properties:
- spin multiplicity = 2
- net charge = -1
- relative energy (zero: lowest compared OMol25 entry of this formula, charge and spin) (kcal/mol) = 39.9
- molecular weight (g mol⁻¹) = 116.21
- highest occupied orbital energy (spin up / spin down) (eV) = 1.38 / -5.30
- ⟨S²⟩ = 0.751



[4]
Computed, not measured: 2 unconnected molecules or ions with the total composition C2H7NS, with ωB97M-V/def2-TZVPD.

Last column: Mulliken charge in e.
Cartesian coordinates (Å):
S 5.886 -0.622 2.280  -0.29
H 5.196 -0.164 1.237  0.15
C -1.210 0.247 -0.166  -0.61
C -2.891 0.163 -1.726  -0.32
N -1.666 0.438 -1.550  -0.37
H -0.160 -0.032 -0.238  0.21
H -1.352 1.200 0.348  0.24
H -1.841 -0.401 0.465  0.31
H -3.341 -0.757 -1.337  0.27
H -3.493 0.687 -2.472  0.26
H 4.871 -0.759 3.158  0.15

Computed properties:
- net charge = 0
- relative energy (zero: lowest compared OMol25 entry of this formula, charge and spin) (kcal/mol) = 40.0
- molecular weight (g mol⁻¹) = 77.15
- highest occupied orbital energy (eV) = -9.24
- SMILES = C=NC.S



The lowest net charge belongs to which entry?
C6H16N2